1.
Computed, not measured: a structure of composition C33H26BiF6N6O5S at a distorted geometry, with the ωB97M-V functional and the def2-TZVPD basis.

Geometry as XYZ:
```
78
Properties=species:S:1:pos:R:3:lowdin_charge:R:1
Bi -0.05582 -0.23942 -0.36016 1.79
N 4.35130 -1.97737 -0.15674 0.02
C 3.11762 -1.55178 -0.46937 -0.95
S 2.42933 -0.43338 0.58985 0.49
N 2.63517 -2.19574 -1.54266 -0.07
N 1.41089 -1.94879 -2.00014 -0.09
C 1.14936 -2.68079 -3.11904 -0.08
C -0.02293 -2.57383 -3.90003 -0.16
C -0.30640 -3.56838 -4.90626 -0.07
C -1.30812 -3.36620 -5.85078 -0.16
C -2.12929 -2.21676 -5.81485 -0.13
C -1.96517 -1.28028 -4.80746 -0.05
C -0.98597 -1.45777 -3.77402 -0.40
O -0.97441 -0.64271 -2.80373 -0.22
H 4.81154 -1.73658 0.72231 0.08
H 4.79566 -2.64900 -0.77731 0.09
H 1.97412 -3.34159 -3.37430 0.10
H 0.24462 -4.52603 -4.91797 0.10
H -1.43227 -4.08856 -6.64537 0.07
H -2.88374 -2.06375 -6.56927 0.08
H -2.54102 -0.34639 -4.83244 0.10
C -1.86061 -4.53139 5.82096 -0.05
C -1.21123 -3.19247 6.20634 -0.32
C -1.99209 -2.43145 7.30763 -0.14
C -1.34563 -1.07939 7.65831 -0.13
C -0.91376 -0.33572 6.38340 -0.12
C -0.60939 1.03799 6.45012 0.05
C -0.27220 1.74229 5.28734 -0.25
F -0.02532 3.06613 5.32483 0.06
C -0.33610 1.17487 4.03180 0.08
C -0.72979 -0.14673 3.94118 -0.05
C -0.87961 -0.74931 2.63705 -0.28
O -1.03778 0.04871 1.65019 -0.20
C -0.92375 -2.17268 2.61926 -0.02
C -0.90837 -2.94264 3.75659 0.08
N -1.03225 -2.36153 5.02460 0.01
C -0.89221 -0.95775 5.10789 -0.05
C -0.85305 -2.84013 1.26963 -0.58
O -0.75493 -4.09285 1.32878 0.00
O -0.83110 -2.23352 0.14560 -0.23
H -2.26532 -5.00296 6.72694 0.08
H -1.18877 -5.25641 5.31352 0.09
H -2.68777 -4.32651 5.13047 0.10
H -0.16916 -3.37195 6.53861 0.16
H -2.01166 -3.11021 8.15304 0.11
H -3.02227 -2.22426 6.98530 0.13
H -0.48013 -1.24790 8.34458 0.13
H -2.11090 -0.48272 8.16921 0.12
H -0.63097 1.58603 7.40590 0.13
H -0.14425 1.73926 3.14113 0.14
H -0.86403 -4.03411 3.75535 0.13
N 2.85242 1.07307 -2.45661 0.18
C 2.46566 1.90137 -3.20092 -0.30
N 2.02232 2.80791 -4.01475 -0.12
C 1.19439 2.39465 -5.12974 -0.12
C 1.84226 2.84604 -6.42599 -0.18
O 2.17556 4.26277 -6.41440 -0.15
C 3.05179 4.57578 -5.29310 -0.17
C 2.43999 4.19781 -3.92414 -0.10
H 0.18139 2.89425 -5.06371 0.15
H 0.97922 1.32527 -5.04892 0.14
H 1.13743 2.68993 -7.26412 0.13
H 2.75532 2.27214 -6.67678 0.13
H 3.28426 5.66838 -5.28281 0.13
H 4.01832 4.08387 -5.47311 0.12
H 1.56168 4.81808 -3.68957 0.13
H 3.18377 4.31077 -3.13880 0.13
F -2.88285 1.38551 -0.82655 0.03
C -2.03479 2.46122 -0.74048 -0.27
C -0.69129 2.23423 -0.62155 -0.14
C 0.12008 3.33784 -0.52148 -0.28
F 1.43513 3.13246 -0.36863 0.04
C -0.37133 4.66578 -0.63414 -0.13
F 0.46618 5.74143 -0.73809 0.06
C -1.75856 4.84002 -0.73677 -0.14
F -2.25450 6.08669 -0.86511 0.08
C -2.58931 3.71343 -0.84231 -0.17
F -3.91462 3.89372 -0.91333 0.09
```

Calculated values
Electronic energy in eV: -86799.7938
Orbital gap in eV: 4.5508
HOMO energy in eV: -3.375
LUMO level in eV: 1.2
Net charge: -1

---

2.
Computed, not measured: a structure of composition C33H27Br12F5O17 at a distorted geometry, with the ωB97M-V functional and the def2-TZVPD basis.

Geometry as XYZ:
```
94
Properties=species:S:1:pos:R:3:lowdin_charge:R:1
C -25.89055 9.94626 -27.49330 -0.05
C -26.09932 10.41298 -28.90720 -0.27
O -27.48695 10.30014 -29.13657 0.12
C -28.05948 9.57021 -28.14085 -0.53
O -29.18014 9.21258 -28.02895 0.18
O -27.13743 9.35220 -27.15788 0.05
F -25.53023 9.47856 -29.75828 0.03
H -25.67805 10.83456 -26.89595 0.15
H -25.23152 9.08104 -27.45897 0.13
H -25.73088 11.39156 -29.20851 0.17
C -23.85780 3.39336 -25.61272 -0.09
C -22.88103 2.32169 -25.12424 -0.32
O -23.79897 1.30379 -24.72631 0.13
C -24.77055 1.35661 -25.68976 -0.55
O -25.41496 0.41966 -26.02991 0.17
O -24.80454 2.57165 -26.29854 -0.01
F -22.18702 2.73749 -24.04618 0.09
H -23.39046 4.12126 -26.26575 0.08
H -24.31261 3.89590 -24.75773 0.15
H -22.21400 1.84455 -25.84592 0.15
C -27.16919 1.13699 -30.15855 -0.04
C -27.47231 1.91641 -28.90410 -0.31
O -28.85333 2.04825 -28.87778 0.15
C -29.27913 1.89526 -30.17629 -0.56
O -30.39384 2.17094 -30.49866 0.18
O -28.27534 1.55822 -30.96132 0.09
F -26.89040 3.16288 -29.01687 0.01
H -27.15125 0.05598 -30.00705 0.14
H -26.25980 1.39957 -30.69385 0.14
H -27.06925 1.38248 -28.04340 0.16
C -29.33113 4.50983 -21.63487 -0.10
C -29.27784 3.26391 -20.80970 -0.27
O -28.29068 3.58544 -19.84913 0.14
C -27.53339 4.58823 -20.32065 -0.53
O -26.50423 4.97565 -19.87346 0.13
O -28.08919 5.13768 -21.45284 0.08
F -28.73512 2.22575 -21.53430 0.05
H -30.14972 5.11438 -21.21641 0.14
H -29.78828 4.33717 -22.60995 0.15
H -30.22820 2.88298 -20.43472 0.17
C -31.75793 9.91722 -22.47769 -0.04
C -31.82932 10.68518 -21.18738 -0.34
O -31.24733 9.84956 -20.23405 0.15
C -30.73182 8.74837 -20.85509 -0.54
O -30.18663 7.87186 -20.26865 0.15
O -30.88319 8.82481 -22.19077 0.08
F -33.07915 11.07966 -20.86299 0.09
H -31.40992 10.52296 -23.31272 0.14
H -32.70104 9.48372 -22.82012 0.15
H -31.22140 11.59042 -21.32461 0.17
C -27.00979 8.54570 -20.74741 -0.06
C -25.66256 8.67404 -20.54215 -0.07
C -24.81915 8.58778 -21.66725 -0.01
C -25.35027 8.32934 -22.91908 -0.06
C -26.72251 7.93134 -23.06758 -0.05
C -27.52151 8.02629 -21.94252 -0.01
C -27.15607 7.35987 -24.39548 -0.27
O -28.31227 7.14186 -24.65091 0.13
C -26.06323 6.99082 -25.37023 -0.10
C -26.39126 6.26425 -26.48692 -0.01
C -25.43917 5.87693 -27.40829 -0.08
C -24.12649 6.40225 -27.33537 -0.08
C -23.76926 7.09717 -26.18094 -0.02
C -24.75976 7.40586 -25.26223 -0.11
C -24.32422 8.15669 -24.01593 -0.27
O -23.17858 8.50115 -23.84646 0.10
H -27.63313 8.67250 -19.86908 0.09
H -25.33644 8.83456 -19.52256 0.02
H -23.75859 8.74724 -21.55076 0.08
H -28.57198 7.77267 -21.89279 0.09
H -27.38085 5.82888 -26.56544 0.13
H -25.68202 5.14096 -28.16278 0.05
H -23.35184 6.21081 -28.06339 0.03
H -22.70944 7.22853 -26.01098 0.12
C -21.96302 3.97734 -29.68220 -1.58
Br -20.84801 4.93441 -28.45658 0.63
Br -23.09668 5.06216 -30.85016 0.59
Br -22.90416 2.58509 -28.73160 0.69
H -21.27133 3.50083 -30.36497 -0.04
C -28.12636 7.38124 -31.63537 -1.47
Br -27.21661 6.13102 -30.40406 0.60
Br -30.07485 7.33853 -31.30427 0.54
Br -27.85794 6.94513 -33.58604 0.50
H -27.93116 8.41000 -31.35999 -0.05
C -27.60923 6.98623 -17.25684 -1.55
Br -29.10875 8.04918 -16.52129 0.54
Br -27.36090 5.33808 -16.29486 0.59
Br -25.97936 8.02550 -17.08629 0.58
H -27.88186 6.81473 -18.29080 -0.04
C -22.08864 6.31448 -18.07212 -1.58
Br -23.81490 5.40651 -17.81941 0.55
Br -22.12424 7.97787 -19.13200 0.58
Br -20.77176 5.13795 -18.77610 0.58
H -21.75899 6.51638 -17.06143 -0.04
```

Calculated values
Electronic energy in eV: -923562.3094
Orbital gap in eV: 8.7225
HOMO energy in eV: -9.588
LUMO level in eV: -0.9

---

3.
Computed, not measured: a structure of composition C33H27CoFN4OPS, with the ωB97M-V functional and the def2-TZVPD basis.

Geometry as XYZ:
```
69
Properties=species:S:1:pos:R:3:lowdin_charge:R:1
Co 0.21549 -0.47478 -0.15537 0.05
C -1.05076 3.23458 1.45293 -0.03
C -0.72603 2.10953 0.51108 -0.24
N 0.21000 1.15686 0.83368 -0.08
N 0.84021 1.31744 1.99051 0.02
C 1.52275 0.25589 2.40168 -0.83
N 2.27428 0.49217 3.53837 0.03
S 1.60162 -1.30406 1.69851 0.68
C -1.39302 1.96053 -0.66818 -0.15
C -2.34387 2.88334 -1.35402 -0.12
C -3.45118 2.28200 -3.20381 -0.19
C -3.33571 0.94332 -3.83087 0.02
C -2.05184 0.31990 -3.44018 -0.16
N -1.05866 0.92030 -1.58804 -0.03
H -0.25514 3.34741 2.18262 0.06
H -1.97481 3.00505 1.98842 0.09
H -1.18699 4.17357 0.91319 0.07
H 1.95853 1.28360 4.07785 0.08
H 2.48671 -0.33687 4.06689 0.05
H -2.36991 3.89185 -0.94693 0.13
H -4.08052 2.98507 -3.75074 0.13
H -4.19338 0.36951 -4.16386 0.10
H -1.63080 -0.38997 -4.14755 0.12
O -1.80720 -0.34363 1.94740 -0.02
C -1.30343 -0.98770 1.03529 -0.40
C -1.90914 -2.38554 0.84553 -0.23
C -2.48687 -3.12024 1.87010 -0.03
C -3.04565 -4.36145 1.59633 -0.09
C -3.05490 -4.84949 0.29278 -0.10
C -2.50210 -4.10121 -0.73970 -0.08
C -1.91990 -2.86746 -0.45952 -0.30
P -0.97494 -1.74360 -1.55560 1.15
C -1.00598 -2.65081 -3.14962 -0.35
C -2.20636 -2.87592 -3.82894 -0.12
C -2.21611 -3.53921 -5.04594 -0.09
C -1.02050 -3.98309 -5.60440 -0.10
C 0.17675 -3.75258 -4.94559 -0.08
C 0.18381 -3.08363 -3.72477 -0.07
C -2.03143 -0.20452 -1.91842 -0.35
C -3.34191 -0.15356 -1.18482 -0.04
C -4.08613 0.94449 -1.04626 -0.03
C -3.77730 2.28406 -1.64320 -0.15
C -2.00866 2.74464 -2.86979 -0.12
C -1.13881 1.47131 -2.96022 -0.15
H -2.47983 -2.70734 2.87185 0.11
H -3.47166 -4.95529 2.39710 0.09
H -3.49164 -5.81836 0.07891 0.09
H -2.50942 -4.49408 -1.74906 0.09
H -3.13834 -2.52009 -3.39969 0.12
H -3.15269 -3.70898 -5.56348 0.10
H -1.02646 -4.49751 -6.55787 0.10
H 1.11041 -4.08198 -5.38490 0.10
H 1.12072 -2.87521 -3.21886 0.09
H -3.67869 -1.06416 -0.70293 0.10
H -4.99492 0.86214 -0.45720 0.10
H -4.57070 2.99001 -1.40581 0.13
H -1.60742 3.60744 -3.39728 0.14
H -0.16941 1.60478 -3.43858 0.14
F 4.92462 0.62731 -4.01909 0.00
C 3.90813 0.40075 -3.13106 -0.31
C 3.69782 -0.87902 -2.66201 -0.05
C 2.64679 -1.09186 -1.77023 -0.16
C 1.78463 -0.07379 -1.33284 -0.22
C 2.07713 1.19873 -1.83465 -0.13
C 3.12377 1.45531 -2.72486 -0.05
H 4.34704 -1.68443 -2.98785 0.10
H 2.50164 -2.10083 -1.39116 0.08
H 1.46387 2.04162 -1.51961 0.08
H 3.32897 2.45315 -3.09787 0.10
```

Calculated values
Electronic energy in eV: -103132.7494
Orbital gap (spin up / spin down) in eV: 5.8769 / 6.2836
HOMO energy (spin up / spin down) in eV: -3.254 / -4.157
LUMO level (spin up / spin down) in eV: 2.6 / 2.1
2S+1: 4
Net charge: -1